# C6H17N3

3 unconnected molecules or ions with the total composition C6H17N3 (wB97M-V/def2-TZVPD, OMol25).

Output
energy relative to the best compared isomer or geometry (same formula, charge and spin)	5.774	eV
lowest unoccupied orbital energy (spin up / spin down)	0.88 / 0.85	eV
maximum force	5.0	eV/A
HOMO level (spin up / spin down)	-7.24 / -6.50	eV
electronic energy	-10962.433	eV

```
! RIJCOSX wB97M-V def2-TZVPD def2/J DEFGRID3
* xyz 0 1
C -0.01530 0.18538 -0.38615
C -0.52714 1.09135 1.43835
C 0.80681 -2.02351 -2.49222
C 1.38705 0.64772 -0.68861
C -0.58073 2.54863 1.05601
C -1.82000 0.56494 1.99786
N -0.32519 -1.02755 0.13060
N -0.36947 -1.39419 -1.95620
N 0.63094 -1.74691 0.72148
H -1.06872 -2.11465 -1.77355
H -0.82915 0.68491 -0.89148
H 0.34319 0.82673 2.03792
H 1.60446 -1.46407 0.67839
H 0.31599 -2.64498 1.05817
H 0.57772 -2.70835 -3.32395
H 1.50456 -1.27675 -2.89178
H 1.37667 -2.61917 -1.74630
H 1.85052 1.14217 0.16989
H 2.07754 -0.15461 -0.95314
H 1.39221 1.35381 -1.51662
H -0.85908 3.17206 1.91863
H -1.34187 2.72681 0.28751
H 0.37385 2.92142 0.68120
H -1.71302 -0.44196 2.40215
H -2.19110 1.20424 2.81258
H -2.60074 0.54653 1.22926
*
```

=====

# C6H10

C6H10 in the gas phase (wB97M-V/def2-TZVPD, OMol25).

Output
energy relative to the best compared isomer or geometry (same formula, charge and spin)	1.366	eV
lowest unoccupied orbital energy	1.34	eV
SMILES string	C1CC1C1CC1
maximum force	0.3	eV/A
HOMO level	-9.42	eV
electronic energy	-6382.494	eV

```
! RIJCOSX wB97M-V def2-TZVPD def2/J DEFGRID3
* xyz 0 1
C 1.91411 0.00692 -0.67923
C 1.74959 0.07515 0.81385
C 0.60466 0.44304 -0.08624
C -0.60025 -0.44339 -0.10868
C -1.78886 -0.06277 0.72749
C -1.87914 -0.01927 -0.77244
H 1.96133 -0.98151 -1.13139
H 2.52813 0.75474 -1.17280
H 1.65701 -0.87301 1.33774
H 2.23770 0.85954 1.38601
H 0.37361 1.50583 -0.16181
H -0.36530 -1.50700 -0.15544
H -2.30126 -0.83856 1.29036
H -1.72167 0.89508 1.23716
H -2.46527 -0.77726 -1.28376
H -1.90441 0.96247 -1.24082
*
```

=====

> Among the records above, which one has the lowest energy relative to the best compared isomer or geometry (same formula, charge and spin)?

C6H10